1.
Formula: C15H18N4O8
Source: the Open Molecules 2025 dataset
Level of theory: ωB97M-V/def2-TZVPD

CARTESIAN COORDINATES (ANGSTROEM)
C 0.08705 4.59735 5.24307
C 0.44569 3.12818 5.07551
H 1.53290 3.00154 5.09544
H -0.01540 2.51737 5.85463
O -0.06052 2.59768 3.85119
C 0.67791 2.85598 2.74995
O 1.73797 3.43596 2.76292
N 0.08095 2.40593 1.61785
C 0.80280 2.45759 0.36863
H 1.67961 3.08976 0.51534
C 1.22042 1.04974 -0.06230
H 1.72835 1.09604 -1.02675
H 1.91310 0.63982 0.67501
C -0.01991 0.15156 -0.15511
N 0.40888 -1.18300 -0.51081
C 0.07811 -1.95828 -1.53954
C 0.91920 -3.04467 -1.94947
C 0.68080 -3.73590 -3.12880
C -0.37955 -3.41148 -3.96031
C -1.27020 -2.42174 -3.54629
C -1.07332 -1.75433 -2.35707
N -2.18444 -0.94803 -1.91255
O -2.55706 -1.11236 -0.76941
O -2.71574 -0.22215 -2.72186
H -2.14588 -2.19783 -4.13726
C -0.56344 -4.15630 -5.22694
O 0.16539 -5.03436 -5.60783
O -1.63519 -3.74870 -5.91801
H -1.71484 -4.25963 -6.73864
H 1.34601 -4.54055 -3.40990
N 2.06064 -3.45824 -1.19296
O 2.28723 -2.91398 -0.11758
O 2.76195 -4.33019 -1.65088
H 1.21278 -1.52138 0.02416
C -0.74915 0.14921 1.19292
H -1.65758 -0.44798 1.12321
H -0.09622 -0.28986 1.94884
C -1.10514 1.58311 1.58937
H -1.57475 1.60101 2.57075
H -1.80147 2.00432 0.85530
H -0.67445 0.55672 -0.93231
H 0.15724 2.90712 -0.39402
H -0.98984 4.73321 5.17630
H 0.43119 4.94771 6.21185
H 0.56793 5.18400 4.46439

Atomic forces in eV per Å
0.02 -0.37 -0.22
0.30 0.29 0.36
-0.19 -0.05 0.05
0.09 0.05 -0.10
-0.12 -0.11 -0.27
-0.19 0.02 -0.04
0.38 0.18 0.22
-0.15 0.05 0.00
0.43 0.02 -0.01
-0.16 -0.04 -0.11
-0.35 0.23 -0.16
0.03 -0.06 -0.02
0.07 -0.04 0.03
-0.09 0.22 0.25
0.37 -0.25 0.45
0.08 0.04 0.02
-0.96 0.09 -0.75
-0.06 0.03 -0.05
-0.07 0.15 0.20
0.18 0.00 0.14
0.65 -0.62 -0.46
-0.19 0.03 0.06
-0.16 0.03 0.21
-0.19 0.29 -0.19
-0.04 0.04 0.03
0.32 -0.29 0.01
0.05 -0.04 0.00
-0.49 0.31 -0.15
0.23 -0.05 0.20
0.00 0.05 0.00
0.43 -0.13 0.09
0.17 -0.02 0.27
0.20 -0.19 0.03
-0.34 0.04 -0.33
-0.27 0.25 -0.25
0.13 0.00 0.08
0.06 -0.02 0.06
-0.14 -0.32 0.25
-0.04 0.03 -0.17
-0.04 -0.02 0.05
0.06 -0.02 0.06
0.04 0.01 0.00
-0.09 0.04 0.04
0.02 0.07 0.12
0.03 0.08 -0.01

Values from the calculation:
* charge: 0
* electronic energy: -38183.5165 eV
* frontier orbital gap: 7.99 eV
* largest force on an atom: 1.222 eV/A
* SMILES: CCOC(=O)N1CCC(Nc2c([N+](=O)[O-])cc(C(=O)O)cc2[N+](=O)[O-])CC1

Atom charges from the natural (NBO) analysis, given in e for atoms 1 to 8: C -0.636; C -0.067; H 0.200; H 0.186; O -0.528; C 0.896; O -0.663; N -0.454

2.
Formula: C2H10NOS2
Source: the Open Molecules 2025 dataset
Level of theory: ωB97M-V/def2-TZVPD

CARTESIAN COORDINATES (ANGSTROEM)
N -2.21455 1.24620 1.28230
C -0.66111 1.02776 1.31429
C -0.15274 0.00446 0.27037
S 1.57054 -0.87982 0.28495
S 2.38132 -0.13674 -1.36416
H -2.64738 0.79638 0.42305
H -2.73579 0.71072 2.08319
H -2.36672 2.29950 1.45633
H -0.23016 2.04131 1.33549
H -0.56852 0.51270 2.22686
H -0.23706 0.33713 -0.77759
H -0.70804 -0.96444 0.43223
H 3.59153 0.16236 -0.90709
H -4.19688 0.07834 -1.25485
H -4.02240 -1.27147 -0.42259
O -3.59042 -0.41931 -0.72646

Atomic forces in eV per Å
-0.71 -0.16 1.14
-0.08 -0.33 -0.45
-0.09 -1.30 -0.47
-1.60 0.54 1.52
0.38 0.21 -1.55
0.11 0.87 0.34
1.46 1.32 -1.60
-0.27 -2.19 -0.83
0.08 -0.69 -0.17
0.73 -0.02 1.46
-0.26 -0.13 0.52
-0.07 1.27 -0.39
0.23 0.39 0.36
-0.87 0.11 -0.59
0.53 1.63 -0.79
0.43 -1.51 1.50

Values from the calculation:
* charge: +1
* relative energy (zero: lowest compared OMol25 entry of this formula, charge and spin): 34.48 kcal/mol
* electronic energy: -27436.7973 eV
* frontier orbital gap: 8.02 eV
* largest force on an atom: 2.536 eV/A

Atom charges from the natural (NBO) analysis, given in e for atoms 1 to 8: N -0.745; C -0.221; C -0.552; S 0.115; S -0.098; H 0.485; H 0.448; H 0.459

3.
Formula: C23H27N3O5
Source: the Open Molecules 2025 dataset
Level of theory: ωB97M-V/def2-TZVPD

CARTESIAN COORDINATES (ANGSTROEM)
C 4.32278 3.58669 -0.93704
H 5.23748 3.73324 -0.34976
O 3.21340 3.37470 -0.10092
C 3.36463 2.33591 0.83775
C 3.27821 0.92873 0.23690
H 3.43506 0.21195 1.04332
H 4.07489 0.78856 -0.49545
C 1.93471 0.65986 -0.45469
N 0.83345 0.63276 0.47060
C -0.01201 1.66198 0.71637
C -0.88844 1.26743 1.72933
C -0.52540 -0.06702 2.08054
C 0.52929 -0.42761 1.29770
C 1.24865 -1.72994 1.24934
H 2.28085 -1.63760 1.58732
H 1.25927 -2.13757 0.23790
H 0.74134 -2.43972 1.89735
H -0.97077 -0.67225 2.84495
C -1.93622 2.08295 2.29097
O -2.04347 3.28495 2.14296
C -2.96805 1.37792 3.19060
H -3.87617 1.98966 3.18655
H -2.57659 1.31379 4.20865
O -3.28100 0.03819 2.82075
C -3.62901 -0.17144 1.55831
O -3.75022 0.69289 0.72661
C -3.86498 -1.64658 1.30517
H -3.05195 -2.21500 1.75789
H -4.79053 -1.92539 1.81356
C -3.97746 -1.95675 -0.18968
C -2.64740 -1.85365 -0.87578
N -1.96066 -2.92397 -1.05106
C -0.76585 -2.83105 -1.71615
C -0.00219 -3.98908 -1.90626
C 1.18236 -3.92693 -2.60321
C 1.63189 -2.71926 -3.13737
C 0.89721 -1.56950 -2.95519
C -0.29787 -1.60949 -2.23359
C -1.06744 -0.39204 -1.98654
O -0.75001 0.72690 -2.33496
N -2.24182 -0.62026 -1.28697
H -2.79811 0.19251 -1.02598
H 1.21626 -0.62236 -3.36446
H 2.55605 -2.69007 -3.69489
H 1.76825 -4.82286 -2.74750
H -0.37067 -4.91722 -1.49951
H -4.68096 -1.25903 -0.64714
H -4.33727 -2.97708 -0.31701
C -0.02436 2.90924 -0.08108
H -0.28353 2.66990 -1.11382
H -0.77193 3.58184 0.32658
H 0.94452 3.40431 -0.07476
H 1.74012 1.43786 -1.19397
H 1.98667 -0.30428 -0.96833
H 2.55361 2.47766 1.55731
H 4.32384 2.44390 1.36670
H 4.47917 2.75760 -1.63594
H 4.10840 4.49114 -1.50298

Atomic forces in eV per Å
0.03 -0.01 -0.03
0.00 0.00 -0.02
-0.13 0.06 -0.04
0.08 -0.31 0.13
-0.25 0.44 -0.06
0.06 -0.07 0.00
0.06 -0.08 0.01
0.60 -0.04 -0.22
-0.26 0.00 0.18
-0.61 0.25 0.33
0.74 0.00 -0.47
0.12 0.02 -0.07
-0.15 -0.44 0.29
0.10 0.15 -0.06
0.09 -0.08 0.01
0.03 -0.11 -0.06
-0.01 -0.05 0.02
-0.03 -0.20 0.10
-0.30 0.04 0.17
-0.12 -0.06 0.19
-0.13 0.67 -0.03
0.18 -0.07 0.00
-0.04 -0.01 -0.11
-0.01 -0.17 0.24
-0.17 -0.54 -0.15
-0.11 0.24 0.09
0.00 0.19 -0.21
-0.03 -0.01 0.06
0.04 0.00 0.06
-0.03 0.18 0.24
-0.07 -0.26 -0.05
-0.46 -0.40 0.31
0.38 0.46 -0.30
0.08 0.04 -0.04
-0.10 -0.08 0.09
0.07 0.19 -0.06
-0.04 0.01 -0.02
0.05 -0.41 0.08
-0.06 -0.04 0.04
0.06 0.14 -0.13
0.01 0.28 -0.13
0.11 -0.14 -0.03
0.04 0.08 -0.02
0.07 0.02 -0.05
0.03 -0.08 0.00
-0.06 -0.10 0.05
-0.05 -0.07 0.00
0.07 0.09 -0.06
0.01 0.16 -0.14
0.03 0.04 -0.05
0.05 0.00 -0.02
0.03 0.07 -0.02
-0.03 -0.14 -0.02
-0.08 0.17 0.01
0.09 -0.04 0.03
-0.11 0.03 0.00
0.03 0.03 0.00
0.09 -0.03 -0.04

Values from the calculation:
* charge: 0
* relative energy (zero: lowest compared OMol25 entry of this formula, charge and spin): 24.11 kcal/mol
* electronic energy: -38998.9045 eV
* frontier orbital gap: 8.42 eV
* largest force on an atom: 0.876 eV/A
* SMILES: COCCCn1c(C)cc(C(=O)COC(=O)CCc2nc3ccccc3c(=O)[nH]2)c1C

Atom charges from the natural (NBO) analysis, given in e for atoms 1 to 8: C -0.248; H 0.166; O -0.545; C -0.066; C -0.436; H 0.211; H 0.208; C -0.227

4.
Formula: C2H2F2O
Source: the Open Molecules 2025 dataset
Level of theory: ωB97M-V/def2-TZVPD

CARTESIAN COORDINATES (ANGSTROEM)
C -0.80396 0.48349 -0.16404
C 0.63200 -0.42257 0.12338
O -1.30898 0.49538 -1.21061
F -1.29649 1.17752 0.88847
F 1.36043 -0.04098 -0.92101
H 1.00942 -0.08129 1.07900
H 0.40758 -1.61155 0.20482

Atomic forces in eV per Å
6.57 -0.73 9.88
-3.83 -1.26 -0.07
-4.49 -0.51 -9.07
-0.16 -0.08 0.39
1.33 -0.60 -0.43
-0.06 0.44 0.12
0.64 2.73 -0.82

Values from the calculation:
* charge: 0
* relative energy (zero: lowest compared OMol25 entry of this formula, charge and spin): 22.72 kcal/mol
* electronic energy: -9582.4493 eV
* frontier orbital gap (alpha / beta): 6.76 / 8.82 eV
* 2S+1: 3
* largest force on an atom: 11.891 eV/A

Computed natural (NBO) charges, given in elementary charges: C 0.439; C 0.053; O -0.240; F -0.309; F -0.318; H 0.196; H 0.180